{"formula": "C30H23BClF4N2PRe", "method": "ωB97M-V with the def2-TZVPD basis set", "charge": 2, "homo_energy_ev": [-14.22, -14.44], "multiplicity": 4, "orbital_gap_ev": [6.324, 5.243], "e_tot_ev": -69937.902, "s2": 3.87, "symbols": ["Re", "Cl", "C", "C", "C", "C", "C", "C", "P", "C", "C", "C", "C", "C", "C", "C", "C", "C", "C", "C", "C", "H", "H", "H", "H", "H", "H", "H", "H", "H", "H", "H", "H", "H", "H", "C", "C", "C", "C", "C", "C", "N", "N", "C", "C", "C", "C", "C", "C", "H", "H", "H", "H", "H", "H", "H", "H", "H", "F", "B", "F", "F", "F"], "positions_angstrom": [[6.109, -16.023, 7.333], [6.940, -16.805, 9.378], [5.779, -18.003, 9.984], [6.145, -18.795, 11.051], [5.247, -19.735, 11.622], [3.992, -19.832, 11.059], [3.614, -19.038, 9.973], [4.517, -18.128, 9.404], [4.093, -17.329, 7.867], [2.591, -16.416, 8.079], [2.239, -16.079, 9.400], [0.958, -15.583, 9.618], [0.193, -15.094, 8.559], [0.671, -15.228, 7.213], [1.909, -15.824, 6.995], [3.868, -18.740, 6.752], [2.806, -18.702, 5.861], [2.827, -19.485, 4.700], [3.879, -20.389, 4.538], [4.781, -20.591, 5.575], [4.813, -19.763, 6.638], [7.184, -18.676, 11.399], [5.589, -20.381, 12.426], [3.260, -20.550, 11.441], [2.614, -19.127, 9.516], [2.895, -16.357, 10.228], [0.596, -15.503, 10.631], [-0.757, -14.637, 8.741], [0.042, -14.921, 6.375], [2.361, -15.861, 6.006], [1.910, -18.081, 6.165], [1.965, -19.409, 4.003], [3.913, -20.995, 3.646], [5.580, -21.302, 5.473], [5.593, -19.837, 7.407], [6.468, -16.729, 1.933], [6.457, -17.641, 2.963], [6.434, -17.140, 4.252], [6.321, -15.753, 4.424], [6.640, -14.822, 3.428], [6.722, -15.383, 2.147], [5.736, -15.259, 5.662], [5.257, -14.008, 5.577], [5.006, -13.441, 6.770], [4.636, -12.088, 6.853], [4.610, -11.541, 8.119], [5.121, -12.230, 9.238], [5.436, -13.613, 9.132], [5.286, -14.296, 7.916], [6.313, -17.074, 0.936], [6.519, -18.711, 2.766], [6.509, -17.734, 5.170], [6.899, -13.777, 3.588], [6.958, -14.754, 1.309], [4.441, -11.522, 5.923], [4.321, -10.474, 8.095], [5.288, -11.745, 10.193], [5.905, -14.084, 10.005], [8.021, -14.616, 7.010], [8.913, -15.634, 6.596], [7.868, -17.028, 6.722], [9.395, -15.629, 5.316], [9.797, -15.821, 7.595]]}

{"formula": "C34H29N4O6PtS2", "method": "ωB97M-V with the def2-TZVPD basis set", "charge": 1, "homo_energy_ev": -10.85, "orbital_gap_ev": 6.340, "de_lowest_ev": 0.9121, "e_tot_ev": -78885.045, "symbols": ["Pt", "O", "C", "C", "C", "C", "C", "C", "C", "O", "N", "N", "C", "C", "C", "C", "C", "C", "C", "O", "H", "H", "H", "H", "H", "H", "H", "H", "H", "H", "O", "S", "C", "C", "C", "C", "C", "C", "C", "C", "C", "C", "C", "C", "H", "H", "H", "H", "H", "H", "H", "H", "H", "H", "O", "C", "O", "C", "C", "C", "C", "C", "C", "H", "H", "H", "H", "H", "N", "C", "N", "S", "H", "H", "H", "H"], "positions_angstrom": [[0.089, 0.047, 0.846], [-0.422, 3.873, -1.500], [-1.572, 3.486, -2.091], [-2.198, 4.438, -2.895], [-3.387, 4.143, -3.522], [-3.997, 2.895, -3.354], [-3.383, 1.952, -2.569], [-2.158, 2.220, -1.929], [-1.508, 1.158, -1.153], [-0.297, 1.384, -0.680], [-2.117, 0.002, -1.000], [-1.376, -0.803, -0.154], [-1.416, -2.087, -0.378], [-0.757, -3.068, 0.418], [-0.801, -4.417, -0.005], [-0.192, -5.397, 0.725], [0.465, -5.051, 1.923], [0.504, -3.752, 2.373], [-0.079, -2.734, 1.616], [-0.060, -1.486, 2.109], [-0.064, 3.124, -1.002], [-1.716, 5.400, -3.016], [-3.854, 4.888, -4.154], [-4.933, 2.672, -3.846], [-3.823, 0.973, -2.438], [-1.999, -2.394, -1.242], [-1.328, -4.656, -0.922], [-0.214, -6.426, 0.396], [0.947, -5.827, 2.504], [0.994, -3.480, 3.298], [2.273, -2.152, -0.025], [1.750, -0.951, -0.715], [3.077, 0.044, -1.303], [4.287, -0.604, -1.495], [5.319, 0.126, -2.063], [5.129, 1.459, -2.409], [3.911, 2.089, -2.181], [2.864, 1.379, -1.618], [0.980, -1.536, -2.219], [1.066, -2.895, -2.470], [0.475, -3.394, -3.625], [-0.181, -2.539, -4.501], [-0.243, -1.173, -4.238], [0.340, -0.661, -3.092], [4.409, -1.638, -1.200], [6.276, -0.348, -2.232], [5.944, 2.016, -2.853], [3.780, 3.133, -2.433], [1.912, 1.854, -1.417], [1.583, -3.538, -1.769], [0.532, -4.453, -3.840], [-0.644, -2.935, -5.395], [-0.742, -0.507, -4.931], [0.304, 0.401, -2.888], [3.329, 1.778, 2.694], [2.204, 1.364, 2.723], [1.744, 0.827, 1.529], [1.314, 1.437, 3.900], [1.154, 2.670, 4.529], [0.312, 2.792, 5.625], [-0.354, 1.677, 6.121], [-0.175, 0.439, 5.515], [0.653, 0.321, 4.409], [1.698, 3.528, 4.152], [0.187, 3.755, 6.104], [-0.990, 1.770, 6.992], [-0.680, -0.435, 5.911], [0.802, -0.645, 3.946], [-3.880, 1.428, 2.120], [-2.761, 0.724, 2.226], [-2.810, -0.553, 2.551], [-1.248, 1.552, 2.011], [-4.785, 1.031, 2.316], [-3.832, 2.401, 1.866], [-3.686, -1.033, 2.680], [-1.943, -1.079, 2.632]]}

{"formula": "C5H6LiLuO4", "method": "ωB97M-V with the def2-TZVPD basis set", "charge": 2, "homo_energy_ev": -14.95, "orbital_gap_ev": 3.686, "e_tot_ev": -47277.737, "symbols": ["O", "C", "O", "O", "C", "Li", "H", "H", "C", "C", "H", "H", "Lu", "O", "C", "H", "H"], "positions_angstrom": [[-4.092, -0.893, 0.202], [-3.156, -0.205, -0.278], [-3.015, -0.005, -1.509], [-2.256, 0.266, 0.604], [-1.074, 0.894, 0.111], [-4.742, -0.944, -1.646], [-0.774, 1.620, 0.878], [-1.353, 1.544, -0.728], [0.119, -0.051, -0.469], [0.323, -0.746, 0.796], [0.839, 0.635, -0.932], [-0.112, -0.774, -1.263], [1.966, -0.151, 2.917], [1.882, -1.965, 2.148], [1.250, -1.761, 0.993], [1.786, -2.142, 0.108], [-0.325, -1.256, 1.670]]}